{"formula": "C26H45ClCoNOP", "method": "the ωB97M-V functional and the def2-TZVPD basis", "charge": -1, "s_squared": 6.02, "homo_lumo_gap_ev": [4.89, 6.69], "max_force_ev_per_a": 6.067, "multiplicity": 5, "energy_ha": -3331.8675, "e_above_lowest_kj_mol": 0.0, "symbols": ["Co", "P", "Cl", "C", "H", "H", "C", "C", "C", "H", "C", "H", "H", "C", "H", "H", "C", "H", "H", "C", "H", "H", "H", "H", "C", "C", "H", "C", "H", "H", "C", "H", "H", "C", "H", "H", "C", "H", "H", "H", "H", "C", "H", "C", "H", "H", "C", "H", "H", "C", "H", "H", "C", "H", "H", "H", "H", "C", "C", "H", "C", "H", "C", "H", "H", "C", "H", "H", "C", "H", "H", "H", "H", "O", "C", "N"], "positions_angstrom": [[0.55, -0.03, 2.47], [0.02, 0.54, 0.07], [1.17, 2.16, 2.68], [-1.54, -0.14, 1.44], [-2.62, -0.53, 1.34], [-1.76, 0.77, 2.08], [1.92, 0.75, -0.36], [-0.77, 2.20, -0.27], [2.42, 0.82, -1.81], [2.10, 1.70, 0.16], [3.89, 1.21, -1.85], [2.26, -0.15, -2.28], [1.79, 1.53, -2.36], [4.76, 0.30, -1.00], [4.19, 1.20, -2.90], [3.96, 2.24, -1.52], [4.22, 0.05, 0.41], [4.88, -0.65, -1.54], [5.76, 0.73, -0.99], [2.74, -0.29, 0.43], [4.83, -0.74, 0.86], [4.41, 0.95, 1.00], [2.61, -1.28, 0.00], [2.41, -0.35, 1.48], [-0.59, -0.55, -1.38], [-2.26, 2.04, -0.62], [-0.69, 2.62, 0.74], [-2.96, 3.38, -0.52], [-2.37, 1.67, -1.65], [-2.76, 1.30, 0.01], [-2.31, 4.43, -1.43], [-4.02, 3.28, -0.80], [-2.93, 3.73, 0.51], [-0.78, 4.51, -1.28], [-2.55, 4.23, -2.48], [-2.71, 5.42, -1.21], [-0.08, 3.15, -1.25], [-0.35, 5.09, -2.09], [-0.53, 5.03, -0.35], [-0.09, 2.69, -2.25], [0.97, 3.26, -0.97], [0.14, -1.90, -1.50], [-1.62, -0.72, -1.02], [-0.58, -2.84, -2.45], [1.16, -1.72, -1.83], [0.22, -2.39, -0.52], [-0.82, -2.22, -3.82], [0.01, -3.74, -2.55], [-1.53, -3.13, -2.00], [-1.39, -0.80, -3.76], [0.12, -2.20, -4.38], [-1.50, -2.86, -4.40], [-0.65, 0.09, -2.78], [-1.36, -0.34, -4.75], [-2.44, -0.84, -3.48], [0.37, 0.26, -3.13], [-1.11, 1.08, -2.75], [-0.09, -1.78, 2.04], [-1.64, -1.72, 1.69], [0.49, -1.93, 1.13], [-2.58, -2.46, 2.73], [-1.93, -1.97, 0.62], [-1.93, -2.81, 4.08], [-3.42, -1.78, 2.94], [-3.00, -3.37, 2.24], [-0.65, -3.63, 3.87], [-1.68, -1.90, 4.66], [-2.67, -3.40, 4.65], [0.40, -2.82, 3.06], [-0.22, -3.87, 4.85], [-0.87, -4.60, 3.37], [1.10, -2.34, 3.80], [1.00, -3.56, 2.49], [0.50, -0.02, 6.68], [0.51, -0.01, 5.47], [0.49, -0.04, 4.26]]}